1.
DFT (ωB97M-V/def2-TZVPD) results for one molecule with the formula C4H8N2S in a non-equilibrium geometry.

Last column: natural (NBO) charge in e.
Element x y z (Å)
C1 -0.781 0.603 0.634  -0.451
C2 0.215 1.356 -0.365  -0.276
C3 0.265 -1.604 -1.292  -0.045
C4 -0.311 -0.657 1.361  -0.525
H1 -1.880 0.540 0.173  0.219
H2 -1.176 1.182 1.406  0.212
H3 0.391 2.402 0.129  0.212
H4 -0.223 1.655 -1.498  0.216
H5 2.101 0.681 -0.701  0.349
H6 0.039 -2.198 -2.201  0.215
H7 -1.136 -0.692 2.121  0.228
H8 0.738 -0.734 1.834  0.261
N1 1.360 0.204 -0.303  -0.482
N2 0.971 -0.626 -1.558  -0.311
S1 -0.573 -2.112 0.260  0.178

Forces on atoms 1 to 3 (eV/Å):
-2.047 0.731 -2.424
-0.950 -0.471 0.611
-1.916 -1.676 0.613

Output
SMILES	C1=NNCCCS1
frontier orbital gap	0.358	hartree
lowest unoccupied orbital energy	0.9	eV

---

2.
DFT (ωB97M-V/def2-TZVPD) results for C4H8N2S as an isolated structure in a non-equilibrium geometry.

Last column: natural (NBO) charge in e.
Element x y z (Å)
C1 -1.141 -0.519 -0.092  0.046
C2 -1.269 -1.987 -0.347  -0.693
C3 1.702 1.446 0.593  -0.410
C4 1.916 0.338 -0.139  -0.369
N1 -1.160 0.261 0.954  -0.292
N2 -1.426 1.457 0.295  -0.541
S1 -1.325 0.781 -1.310  0.379
H1 -2.150 -2.605 -0.046  0.251
H2 -0.410 -2.601 0.043  0.240
H3 -1.320 -2.164 -1.507  0.234
H4 0.827 1.435 1.219  0.185
H5 -0.620 2.143 0.577  0.381
H6 2.302 2.380 0.529  0.204
H7 2.778 0.183 -0.767  0.193
H8 1.296 -0.548 -0.002  0.191

Forces on atoms 1 to 3 (eV/Å):
-1.294 0.475 -0.531
0.553 -1.975 -1.864
0.526 -0.376 -1.055

Output
frontier orbital gap	0.355	hartree
lowest unoccupied orbital energy	0.3	eV

---

3.
DFT (ωB97M-V/def2-TZVPD) results for one molecule with the formula C4H8N2S in a non-equilibrium geometry.

Last column: natural (NBO) charge in e.
Element x y z (Å)
C1 -2.287 0.118 0.157  -0.408
C2 1.224 -1.151 0.378  -0.567
C3 1.943 0.075 -0.206  -0.270
C4 -0.127 1.183 -0.363  0.268
H1 -2.692 1.152 0.044  0.207
H2 -2.240 -0.134 1.233  0.189
H3 -3.067 -0.518 -0.318  0.212
H4 1.818 -2.034 0.309  0.234
H5 1.032 -1.022 1.430  0.215
H6 2.339 -0.144 -1.240  0.205
H7 2.873 0.441 0.323  0.215
H8 -0.683 2.160 -0.363  0.172
N1 -0.973 0.078 -0.449  -0.597
N2 1.131 1.283 -0.349  -0.472
S1 -0.291 -1.485 -0.586  0.399

Forces on atoms 1 to 3 (eV/Å):
-1.055 0.965 0.401
0.066 0.762 -0.368
1.205 0.593 -1.327

Output
SMILES	CN1C=NCCS1
frontier orbital gap	0.335	hartree
lowest unoccupied orbital energy	0.8	eV

---

Number 1: DFT total energy -18089.262 eV. Number 2: DFT total energy -18089.407 eV. Number 3: DFT total energy -18092.048 eV.